[1]
13
Properties=species:S:1:pos:R:3:forces:R:3 method="wB97M-V/def2-TZVPD" multiplicity=1 lumo_energy_ha=0.0387 charge=0 e_above_lowest_kj_mol=100.2 max_force_ev_per_a=0.29 homo_energy_ev=-9.8 energy_ha=-232.40748 smiles=CC1(O)CC1
C -1.2219 -0.6047 0.6201 -0.01 -0.02 0.03
C -0.1475 -0.0024 -0.2787 0.10 -0.12 0.24
O -0.5756 0.2468 -1.5962 -0.18 0.18 -0.07
C 1.2721 -0.4570 -0.2023 0.09 -0.21 -0.05
C 0.9066 0.9388 0.2367 0.00 0.20 0.09
H -0.9052 -1.5459 1.0824 0.06 0.19 -0.05
H -2.0916 -0.8390 0.0001 0.09 0.03 0.08
H -1.5462 0.0736 1.4168 0.08 -0.04 -0.14
H -1.1824 0.9982 -1.5604 0.10 -0.13 -0.10
H 1.5449 -1.1757 0.5659 -0.11 0.08 -0.14
H 1.7992 -0.5591 -1.1450 -0.06 0.01 0.13
H 0.9478 1.1851 1.2941 -0.08 -0.10 -0.13
H 1.1999 1.7413 -0.4336 -0.08 -0.08 0.11

[2]
13
Properties=species:S:1:pos:R:3:forces:R:3 method="wB97M-V/def2-TZVPD" multiplicity=1 lumo_energy_ha=0.0303 charge=0 e_above_lowest_kj_mol=272.6 max_force_ev_per_a=3.17 homo_energy_ev=-8.6 energy_ha=-232.34179 smiles="C=CC=C.O"
C 2.1848 -0.4984 -2.8834 1.91 -1.11 -0.85
C 1.2526 -0.7872 -1.9533 0.19 0.60 -1.54
C 0.6799 0.2092 -1.0734 -1.15 1.67 -0.50
C -0.2012 0.0322 -0.1043 -1.67 -2.65 -0.47
H 2.4900 0.4739 -3.2863 -0.32 0.20 1.13
H 2.9447 -1.2459 -3.3475 -2.22 0.61 0.61
H 0.8014 -1.7675 -1.9661 0.54 -0.54 0.75
H 0.6456 1.2560 -1.3263 1.92 0.61 -0.14
H -0.8260 -0.8767 -0.2419 0.84 -0.09 1.23
H -0.5619 0.7251 0.6279 -0.03 0.70 -0.22
O -2.7335 0.6152 5.2406 -1.98 0.82 -0.35
H -3.6120 0.3499 4.8928 0.86 -0.92 -0.02
H -3.0643 1.5141 5.4210 1.11 0.10 0.37